[1]
This record from the OMol25 dataset describes C25H31Cl6N2O9S2Zr as an isolated structure at a distorted geometry. The level of theory is wB97M-V/def2-TZVPD.

```
76
C25H31Cl6N2O9S2Zr wB97M-V/def2-TZVPD
Zr 0.31 -0.28 -0.33
C 2.07 2.54 1.71
O 0.80 2.15 1.23
C -0.21 2.43 2.16
C -1.54 2.23 1.49
O -1.66 0.92 0.91
C -3.01 0.44 0.99
C -3.24 -0.49 2.15
O -2.68 -1.75 1.84
C -2.81 -2.65 2.93
H 2.12 3.63 1.83
H 2.28 2.07 2.68
H 2.82 2.22 0.99
H -0.12 1.77 3.03
H -0.15 3.47 2.50
H -2.32 2.38 2.24
H -1.67 2.97 0.70
H -3.68 1.29 1.06
H -3.23 -0.09 0.06
H -2.78 -0.08 3.06
H -4.32 -0.59 2.32
H -3.86 -2.86 3.13
H -2.30 -3.57 2.65
H -2.34 -2.25 3.83
O 2.13 -0.18 0.41
N 2.72 -0.56 1.55
C 4.12 -0.59 1.59
C 4.74 -0.89 2.77
C 3.98 -1.18 3.92
C 2.56 -1.18 3.82
C 1.92 -0.88 2.65
S 0.21 -0.83 2.38
H 4.62 -0.33 0.67
H 5.82 -0.90 2.79
H 4.47 -1.41 4.86
H 1.94 -1.43 4.67
C 2.38 -2.68 -3.77
S 2.61 -1.05 -3.07
C 2.07 -0.08 -4.48
O 1.50 -0.93 -2.05
H 1.31 -2.88 -3.80
H 2.88 -3.41 -3.13
H 2.83 -2.69 -4.76
H 2.96 0.25 -5.02
H 1.53 0.77 -4.07
H 1.41 -0.67 -5.11
O -0.73 -2.63 -2.73
Cl -1.49 -1.42 -2.62
O -2.85 -1.65 -2.96
O -0.92 -0.36 -3.38
O -1.47 -0.99 -1.15
Cl -2.33 1.95 -1.80
C -0.69 2.44 -2.14
C 0.43 1.77 -1.60
C 1.64 2.33 -2.07
Cl 3.20 1.69 -1.62
C 1.74 3.42 -2.95
Cl 3.27 4.01 -3.49
C 0.59 4.03 -3.42
Cl 0.69 5.38 -4.49
C -0.63 3.54 -3.01
Cl -2.07 4.30 -3.60
C 1.35 -6.77 0.45
C 1.09 -5.31 0.22
C -0.19 -4.80 0.20
C -0.39 -3.44 0.06
N 0.61 -2.56 -0.05
C 1.84 -3.06 -0.07
C 2.13 -4.40 0.07
H 0.58 -7.38 -0.02
H 1.35 -6.99 1.52
H 2.32 -7.07 0.05
H -1.05 -5.45 0.29
H -1.39 -3.03 0.07
H 2.64 -2.34 -0.20
H 3.16 -4.73 0.06
```

Summary:
- Spin multiplicity: 2
- LUMO level (spin up / spin down): -0.16 / -0.07 eV
- HOMO-LUMO gap (spin up / spin down): 4.6 / 7.9 eV
- Total energy: -145912.873 eV
- Largest force on an atom: 0.070 Eh/bohr

---

[2]
This record from the OMol25 dataset describes a 3-piece molecular cluster, C25H31ClF16N3O3S2 overall at a distorted geometry. The level of theory is wB97M-V/def2-TZVPD.

```
81
C25H31ClF16N3O3S2 wB97M-V/def2-TZVPD
S 0.66 -1.11 3.03
C -0.13 -1.80 1.81
S -0.06 -0.96 0.20
C -1.22 0.40 0.53
C -0.86 1.59 -0.36
C 0.54 2.15 -0.05
C 1.54 2.04 -1.16
C 1.59 0.97 -2.06
C 2.53 0.99 -3.08
C 2.62 -0.10 -4.10
C 1.21 -0.37 -4.72
C 0.54 -1.58 -4.09
Cl 0.98 -3.07 -4.94
C 3.40 2.11 -3.12
N 3.36 3.09 -2.27
N 2.43 3.01 -1.33
N -0.84 -2.99 1.98
C -0.65 -3.99 0.90
C -1.74 -3.98 -0.15
O -3.02 -4.05 0.44
C -3.23 -2.89 1.21
C -2.25 -2.81 2.37
H -2.23 0.07 0.30
H -1.13 0.69 1.57
H -0.97 1.30 -1.40
H -1.60 2.36 -0.18
H 0.95 1.71 0.86
H 0.42 3.21 0.16
H 0.89 0.16 -1.95
H 2.96 -1.02 -3.65
H 3.30 0.18 -4.90
H 0.59 0.50 -4.51
H 1.26 -0.45 -5.80
H 0.83 -1.70 -3.05
H -0.54 -1.47 -4.09
H 4.14 2.17 -3.90
H 2.40 3.80 -0.69
H -0.59 -4.96 1.38
H 0.30 -3.79 0.42
H -1.64 -4.85 -0.79
H -1.66 -3.09 -0.77
H -3.15 -2.01 0.56
H -4.24 -2.93 1.62
H -2.53 -3.53 3.13
H -2.35 -1.83 2.83
C 5.14 -0.69 7.10
C 6.36 -0.22 6.30
C 6.80 1.24 6.47
F 5.84 2.09 6.05
F 7.90 1.44 5.71
F 6.17 -0.48 4.98
F 7.41 -0.97 6.72
O 3.90 -0.74 6.42
C 3.05 0.33 6.38
C 2.82 0.78 4.93
F 3.98 1.17 4.36
F 1.97 1.84 4.92
F 3.46 1.35 7.15
F 1.85 -0.08 6.85
H 5.35 -1.73 7.34
H 5.06 -0.17 8.06
H 7.05 1.45 7.51
H 2.38 -0.03 4.34
C -4.97 1.37 -5.30
C -5.97 2.32 -4.62
C -5.41 3.38 -3.68
F -4.79 2.81 -2.62
F -6.43 4.13 -3.21
F -6.92 1.60 -4.00
F -6.57 3.02 -5.63
O -4.82 0.08 -4.73
C -3.95 -0.19 -3.73
C -4.66 -0.70 -2.48
F -5.50 0.24 -2.01
F -3.72 -0.94 -1.53
F -3.14 0.86 -3.45
F -3.14 -1.19 -4.15
H -5.38 1.18 -6.29
H -4.00 1.86 -5.47
H -4.71 4.04 -4.20
H -5.21 -1.61 -2.69
```

Summary:
- LUMO level: -4.48 eV
- HOMO-LUMO gap: 6.4 eV
- Total energy: -114705.542 eV
- Total charge: +1
- Largest force on an atom: 0.023 Eh/bohr

---

[3]
This record from the OMol25 dataset describes C25H31ClO13P2PdS2Se as an isolated structure at a distorted geometry. The level of theory is wB97M-V/def2-TZVPD.

```
76
C25H31ClO13P2PdS2Se wB97M-V/def2-TZVPD
Pd 1.01 -0.33 -0.43
O -0.64 0.39 -1.95
S -1.83 -0.16 -2.67
C -3.24 0.86 -2.08
C -3.02 1.53 -0.73
C -2.19 2.81 -0.81
C -1.76 3.33 0.56
S -0.21 2.52 1.06
O -0.40 1.07 0.74
C -0.41 2.67 2.83
C -0.57 1.52 3.57
C -0.72 1.62 4.95
C -0.69 2.87 5.56
C -0.50 4.02 4.80
C -0.36 3.92 3.43
C -2.27 -1.68 -1.85
C -2.86 -2.67 -2.61
C -3.21 -3.87 -2.01
C -2.95 -4.07 -0.67
C -2.35 -3.08 0.09
C -2.01 -1.87 -0.50
H -4.09 0.18 -2.06
H -3.42 1.59 -2.87
H -2.56 0.83 -0.04
H -4.01 1.78 -0.31
H -2.79 3.59 -1.30
H -1.32 2.65 -1.44
H -2.52 3.16 1.32
H -1.52 4.39 0.53
H -0.58 0.56 3.08
H -0.84 0.73 5.55
H -0.80 2.95 6.63
H -0.47 4.99 5.28
H -0.19 4.81 2.83
H -2.99 -2.52 -3.68
H -3.65 -4.66 -2.61
H -3.21 -5.02 -0.21
H -2.14 -3.24 1.14
H -1.54 -1.09 0.09
C 3.14 -4.19 2.17
C 3.22 -2.74 1.98
O 4.20 -2.26 1.39
P 1.79 -1.59 2.27
O 1.38 -1.71 3.81
O 0.54 -2.29 1.64
O 2.07 -0.24 1.86
P 2.44 -2.92 -1.29
O 1.22 -3.62 -0.46
O 3.40 -3.88 -1.83
O 2.80 -1.75 -0.36
H 2.43 -4.47 2.95
H 4.12 -4.60 2.39
H 2.80 -4.61 1.21
H 3.85 -1.56 0.69
H 2.06 -1.34 4.39
H 0.71 -2.84 0.80
H 0.67 -4.13 -1.12
O 0.06 -4.30 -2.74
Se 0.75 -3.19 -3.74
O -0.25 -2.06 -4.29
O 1.64 -2.20 -2.49
O 1.84 -3.75 -4.78
Cl 3.41 2.17 0.17
C 2.39 2.82 -1.07
C 2.16 4.19 -1.14
C 1.28 4.68 -2.09
C 0.61 3.81 -2.94
C 0.83 2.45 -2.84
C 1.74 1.93 -1.92
C 2.00 0.49 -1.86
H 2.67 4.85 -0.46
H 1.11 5.74 -2.16
H -0.08 4.20 -3.67
H 0.32 1.75 -3.49
H 1.53 -0.09 -2.64
H 2.98 0.17 -1.53
```

Summary:
- LUMO level: -2.36 eV
- Energy relative to the best compared isomer or geometry (same formula, charge and spin): 20.8 kcal per mole
- HOMO-LUMO gap: 5.8 eV
- Total energy: -174641.830 eV
- Largest force on an atom: 0.041 Eh/bohr

---

[4]
This record from the OMol25 dataset describes C25H31CoNPS5 as an isolated structure. The level of theory is wB97M-V/def2-TZVPD.

```
64
C25H31CoNPS5 wB97M-V/def2-TZVPD
Co 0.37 -0.33 1.28
C -2.89 1.19 1.81
C -1.86 2.31 1.76
C -1.55 2.84 3.15
P -0.38 1.67 0.86
C 0.89 3.00 0.92
C 1.72 2.91 2.20
C 1.81 2.93 -0.29
C -0.96 1.49 -0.83
C -1.56 2.47 -1.60
C -2.03 2.21 -2.88
C -2.66 3.27 -3.73
C -1.88 0.89 -3.35
C -1.31 -0.11 -2.60
C -0.82 0.16 -1.30
N -0.28 -0.77 -0.46
C 0.00 -2.05 -0.98
C 1.04 -2.25 -1.89
C 1.90 -1.11 -2.35
C 1.28 -3.54 -2.36
C 0.52 -4.62 -1.95
C 0.82 -6.01 -2.44
C -0.51 -4.40 -1.04
C -0.78 -3.13 -0.55
C -1.91 -2.91 0.41
H -3.80 1.55 2.29
H -2.50 0.36 2.40
H -3.14 0.81 0.82
H -2.25 3.14 1.15
H -1.05 2.08 3.75
H -2.48 3.12 3.65
H -0.91 3.73 3.13
H 0.34 3.95 0.91
H 2.35 2.02 2.16
H 1.13 2.85 3.11
H 2.37 3.79 2.27
H 2.29 1.94 -0.34
H 2.60 3.67 -0.19
H 1.29 3.10 -1.23
H -1.65 3.48 -1.21
H -2.72 4.21 -3.18
H -3.67 3.00 -4.04
H -2.08 3.46 -4.64
H -2.24 0.65 -4.34
H -1.23 -1.11 -3.00
H 2.10 -0.42 -1.53
H 1.41 -0.54 -3.14
H 2.85 -1.48 -2.73
H 2.09 -3.69 -3.06
H 1.34 -6.00 -3.40
H -0.10 -6.59 -2.56
H 1.45 -6.55 -1.73
H -1.12 -5.23 -0.71
H -2.41 -3.86 0.62
H -2.65 -2.21 0.00
H -1.57 -2.49 1.36
S 5.46 -1.25 6.28
C 4.30 -1.05 5.11
S 2.64 -0.75 5.46
C 2.05 -0.67 3.83
C 2.99 -0.83 2.85
S 2.61 -0.76 1.15
S 4.61 -1.12 3.42
S 0.36 -0.41 3.50
```

Summary:
- Spin multiplicity: 2
- LUMO level (spin up / spin down): 2.57 / 2.58 eV
- Energy relative to the best compared isomer or geometry (same formula, charge and spin): 5.8 kcal per mole
- HOMO-LUMO gap (spin up / spin down): 6.5 / 6.6 eV
- Total energy: -129015.308 eV
- Total charge: -1
- Largest force on an atom: 0.009 Eh/bohr